(1)
{
  "formula": "C3H3O3Rb",
  "method": "ωB97M-V/def2-TZVPD",
  "elements": ["H", "O", "C", "C", "O", "C", "O", "Rb", "H", "H"],
  "coordinates": [[-3.391, 2.879, -0.696], [-1.315, 0.693, 0.339], [-0.139, 0.943, 0.592], [0.518, 0.667, 1.848], [0.486, 1.592, 2.748], [1.125, 1.258, 3.969], [0.151, 1.166, 4.784], [-4.458, 0.946, 0.825], [0.578, 1.255, -0.202], [0.486, 0.989, 5.678]],
  "forces_ev_per_a": [[-0.3349, -0.2074, 0.2709], [1.1772, -0.0081, 0.5377], [-1.2872, 0.2152, -0.7464], [0.3728, -0.4456, 0.5569], [-0.2612, 0.1093, -0.3151], [0.5854, -0.0422, -0.4195], [-0.6626, 0.0594, 0.5867], [0.4860, 0.3729, -0.3942], [-0.1680, -0.0309, 0.0822], [0.0924, -0.0228, -0.1593]],
  "mulliken_charge": [-0.413, -0.372, 0.261, -0.276, 0.046, -0.033, -0.257, 0.334, 0.274, 0.436],
  "lumo_ev": [-0.4, -0.4],
  "homo_lumo_gap_ev": [4.959, 4.958]
}

=====

(2)
{
  "formula": "C26H20BrI2N2OPdS2",
  "method": "ωB97M-V/def2-TZVPD",
  "elements": ["Pd", "C", "C", "N", "N", "C", "S", "S", "C", "C", "C", "C", "C", "C", "C", "C", "C", "C", "C", "C", "C", "O", "H", "H", "H", "H", "H", "H", "H", "H", "H", "H", "H", "H", "H", "H", "Br", "C", "C", "C", "C", "C", "C", "C", "C", "C", "C", "H", "H", "H", "H", "H", "H", "I", "I"],
  "coordinates": [[1.331, -1.980, -0.491], [-0.281, 1.358, -2.116], [-0.212, 0.922, -0.697], [-0.366, -0.518, -0.564], [-1.417, -0.793, 0.029], [-1.643, -2.156, 0.347], [-0.400, -3.148, 0.786], [-3.252, -2.695, 0.387], [-4.277, -1.193, 0.186], [-4.699, -0.605, 1.507], [-6.038, -0.613, 1.875], [-6.437, -0.052, 3.081], [-5.499, 0.520, 3.924], [-4.158, 0.531, 3.561], [-3.759, -0.029, 2.360], [-0.050, 1.667, 0.413], [-0.122, 3.121, 0.396], [-0.201, 3.810, 1.543], [-0.175, 3.132, 2.828], [-0.004, 1.804, 2.928], [0.237, 1.010, 1.730], [0.748, -0.100, 1.769], [-1.101, 0.866, -2.641], [0.649, 1.074, -2.613], [-0.397, 2.433, -2.207], [-5.134, -1.543, -0.388], [-3.731, -0.477, -0.423], [-6.774, -1.057, 1.216], [-7.482, -0.065, 3.359], [-5.810, 0.956, 4.864], [-3.423, 0.979, 4.217], [-2.712, -0.012, 2.083], [-0.203, 3.639, -0.549], [-0.320, 4.884, 1.525], [-0.274, 3.731, 3.724], [0.072, 1.293, 3.879], [3.482, -1.875, 1.052], [4.552, -1.192, -0.372], [5.874, -0.961, -0.157], [6.653, -0.445, -1.215], [6.085, -0.189, -2.428], [4.709, -0.436, -2.660], [4.114, -0.199, -3.922], [2.795, -0.472, -4.132], [1.998, -0.985, -3.082], [2.533, -1.197, -1.845], [3.909, -0.947, -1.603], [6.323, -1.165, 0.806], [7.705, -0.258, -1.052], [6.683, 0.203, -3.241], [4.730, 0.191, -4.722], [2.349, -0.308, -5.105], [0.959, -1.227, -3.279], [1.977, -4.479, -1.635], [-0.115, -4.753, -3.237]],
  "forces_ev_per_a": [[0.0186, -0.0627, -0.2201], [0.0495, 0.1266, -0.0540], [-0.0939, -0.3648, 0.0379], [0.3488, 0.1796, 0.3142], [-0.2784, -0.1962, -0.1833], [0.3915, 0.1387, 0.0537], [-0.0885, 0.0795, -0.0294], [-0.1880, -0.0017, -0.0127], [0.0220, 0.0567, 0.0791], [0.0202, 0.0165, -0.0760], [0.0111, -0.0314, 0.0140], [-0.0148, -0.0020, -0.0079], [0.0015, 0.0025, 0.0116], [-0.0167, -0.0121, -0.0180], [-0.0162, 0.0282, 0.0356], [0.0534, 0.0974, -0.0164], [-0.1046, 0.0408, -0.0594], [-0.0070, -0.0482, 0.0217], [0.0014, -0.0019, -0.0128], [0.0212, 0.0332, 0.0173], [0.2120, -0.0244, -0.1601], [-0.1978, -0.0564, 0.1841], [-0.0218, 0.0010, 0.0270], [-0.0285, 0.0067, -0.0180], [-0.0255, -0.0051, 0.0152], [-0.0341, 0.0115, 0.0243], [0.0037, -0.0555, -0.0223], [-0.0050, 0.0001, 0.0027], [-0.0026, 0.0010, -0.0020], [-0.0009, 0.0001, 0.0024], [0.0069, 0.0006, 0.0023], [-0.0010, -0.0045, -0.0061], [0.0471, -0.0030, -0.0050], [0.0196, 0.0060, 0.0005], [-0.0174, 0.0003, -0.0007], [-0.0009, 0.0068, 0.0068], [-0.0077, 0.0159, -0.0267], [-0.0177, 0.0017, 0.0551], [-0.0049, 0.0046, 0.0076], [0.0017, 0.0048, -0.0142], [0.0065, 0.0017, -0.0078], [-0.0196, -0.0225, 0.0656], [-0.0091, 0.0117, -0.0335], [0.0157, 0.0064, 0.0054], [0.0493, -0.0237, -0.0151], [-0.1940, 0.0052, 0.0489], [0.0255, 0.0531, -0.0210], [0.0030, -0.0028, 0.0002], [0.0012, 0.0023, 0.0006], [0.0029, 0.0008, -0.0006], [0.0005, -0.0024, -0.0029], [0.0018, -0.0006, -0.0050], [0.0078, -0.0092, 0.0019], [0.0804, -0.0382, 0.0048], [-0.0284, 0.0274, -0.0092]],
  "mulliken_charge": [-0.139, -1.329, 0.574, 0.038, -0.006, 0.362, -0.173, -0.059, -0.683, 0.433, -0.588, -0.601, -0.457, -0.624, 0.195, 1.034, -1.262, -0.493, -0.505, -0.938, 0.596, -0.447, 0.312, 0.167, 0.521, 0.527, 0.239, 0.338, 0.381, 0.393, 0.433, 0.252, 0.244, 0.427, 0.447, 0.536, -0.081, 0.631, -0.604, -0.596, -0.974, 1.107, -0.861, -0.684, -0.770, -0.113, 1.029, 0.442, 0.404, 0.403, 0.408, 0.434, 0.624, 0.065, -0.007],
  "total_charge": 1,
  "lumo_ev": -4.7,
  "homo_lumo_gap_ev": 6.089
}

=====

(3)
{
  "formula": "C9H17F2N4",
  "method": "ωB97M-V/def2-TZVPD",
  "elements": ["C", "C", "C", "C", "C", "C", "C", "C", "C", "N", "N", "N", "N", "F", "F", "H", "H", "H", "H", "H", "H", "H", "H", "H", "H", "H", "H", "H", "H", "H", "H", "H"],
  "coordinates": [[3.149, 2.097, -0.673], [2.289, 2.003, -1.673], [-0.051, -1.925, 0.487], [0.740, 0.251, -2.236], [3.345, 3.320, 0.151], [1.361, -1.847, 0.953], [-2.840, 0.447, 0.849], [2.049, 0.790, -2.554], [-2.355, -0.982, 0.609], [-0.915, -1.021, 0.896], [-0.270, -0.170, -1.907], [-2.596, -1.500, -0.722], [-0.432, -2.912, -0.285], [1.461, 3.014, -2.013], [2.993, -0.178, -2.312], [3.778, 1.246, -0.456], [2.633, 4.095, -0.120], [4.355, 3.700, 0.004], [3.237, 3.080, 1.207], [2.045, -2.063, 0.135], [1.526, -2.597, 1.728], [1.599, -0.872, 1.366], [-2.331, 1.138, 0.180], [-2.663, 0.747, 1.879], [-3.909, 0.509, 0.664], [2.100, 1.062, -3.619], [-0.583, -0.276, 1.492], [-3.588, -1.617, -0.890], [-2.219, -0.862, -1.420], [-2.853, -1.662, 1.321], [-1.385, -2.832, -0.674], [0.227, -3.593, -0.623]],
  "forces_ev_per_a": [[-0.1871, -0.0781, -0.3500], [0.3129, -0.0835, 0.2538], [0.1670, -0.1876, 0.1571], [-0.3472, -0.2897, 0.0344], [-0.0655, 0.1058, -0.0095], [0.1479, -0.0440, 0.0435], [0.0670, -0.2988, -0.0572], [0.7335, 0.7379, -0.2735], [-0.5559, 0.0621, 0.2717], [-0.0243, 0.1930, 0.1754], [-0.2297, 0.0319, -0.1333], [-0.2899, 0.1796, -0.2821], [-0.0430, -0.1896, -0.0376], [0.0439, -0.2179, -0.0846], [-0.0125, -0.0586, 0.1046], [-0.0232, -0.1622, -0.1515], [0.0192, 0.0728, 0.0647], [0.0521, 0.0704, 0.0341], [-0.0034, 0.0522, 0.0644], [-0.0025, 0.0321, -0.0658], [-0.0444, -0.0064, 0.0185], [-0.0231, 0.0691, -0.0024], [0.0575, 0.0455, -0.0802], [0.0154, 0.0744, 0.1364], [-0.0464, -0.0261, 0.0002], [-0.0812, 0.0141, 0.2532], [0.1399, -0.1494, -0.1278], [0.0046, -0.0207, 0.1179], [-0.0641, -0.0788, 0.0540], [0.1201, 0.1551, -0.1684], [0.0978, -0.0886, -0.0250], [0.0649, 0.0840, 0.0651]],
  "mulliken_charge": [0.073, 0.033, 0.576, 0.053, -1.190, -1.319, -1.437, 0.262, 0.243, -0.085, -0.345, -0.614, -0.229, -0.282, -0.273, 0.413, 0.323, 0.306, 0.312, 0.377, 0.369, 0.332, 0.337, 0.420, 0.405, 0.278, 0.248, 0.275, 0.241, 0.323, 0.338, 0.233],
  "total_charge": 1,
  "lumo_ev": -2.5,
  "homo_lumo_gap_ev": 10.296
}

=====

Calculated values (kJ/mol) of energy above the lowest of the compared OMol25 structures with the same formula, charge and spin for the records, taken in order: 717.60; 122.88; 0.00.